A 12-piece molecular cluster, C34H59BrN16O4P overall, computed with ωB97M-V with the def2-TZVPD basis set.

Structure (XYZ):
```
115
Properties=species:S:1:pos:R:3
C 3.43 -4.88 -1.85
C 3.26 -4.25 -0.37
C 1.69 -4.08 0.05
C 1.59 -3.01 1.25
O 1.02 -1.72 0.88
N 1.95 -0.88 0.36
C 2.51 -0.08 1.50
C 3.61 0.99 1.01
O 4.87 0.68 1.72
C 5.69 -0.04 0.80
N 6.47 -0.68 0.15
O 3.86 0.74 -0.39
C 2.64 0.94 -1.20
Br 3.21 0.37 -3.06
P 2.35 2.80 -1.28
C 1.87 3.33 -3.06
O 3.86 3.56 -0.99
C 1.41 0.00 -0.77
C 0.02 0.68 -0.41
C -1.31 -0.16 -0.79
N -1.24 -0.89 -2.08
N -2.41 0.88 -0.97
N -1.81 -1.02 0.36
H 4.55 -4.86 -2.12
H 2.93 -4.13 -2.57
H 2.96 -5.92 -1.88
H 3.83 -3.25 -0.38
H 3.77 -4.89 0.45
H 1.05 -3.75 -0.85
H 1.34 -5.15 0.35
H 2.65 -2.88 1.68
H 0.99 -3.52 2.09
H 2.67 -1.50 -0.10
H 1.69 0.44 2.11
H 3.05 -0.80 2.23
H 3.36 2.07 1.28
H 1.68 4.46 -3.02
H 0.91 2.82 -3.43
H 2.75 3.17 -3.80
H 4.52 3.34 -1.70
H 1.27 -0.76 -1.64
H -0.16 1.73 -0.82
H -0.01 0.79 0.75
H -1.45 -0.27 -2.89
H -1.94 -1.65 -2.06
H -2.38 1.55 -0.16
H -2.08 1.45 -1.77
H -2.11 -0.33 1.08
H -2.72 -1.37 -0.01
C -0.53 5.27 -6.31
C -0.78 3.97 -5.60
N -0.99 2.94 -5.03
H -0.99 5.25 -7.29
H -0.94 6.10 -5.73
H 0.55 5.42 -6.42
C 0.58 -0.49 5.52
C 0.50 0.41 4.33
N 0.44 1.13 3.39
H -0.25 -0.28 6.20
H 0.52 -1.53 5.21
H 1.52 -0.33 6.05
C -0.57 8.79 -9.14
C -0.85 8.51 -7.69
N -1.06 8.29 -6.55
H -0.35 9.85 -9.28
H 0.29 8.20 -9.48
H -1.44 8.53 -9.75
C -1.95 3.59 5.59
C -2.21 2.29 6.29
N -2.42 1.26 6.84
H -2.41 3.57 4.59
H -2.38 4.42 6.16
H -0.88 3.75 5.48
C -0.80 -6.12 -3.19
C -0.27 -6.36 -1.81
N 0.16 -6.55 -0.72
H -1.41 -6.97 -3.51
H -1.42 -5.22 -3.20
H 0.02 -5.99 -3.89
C -4.44 4.19 -8.60
C -3.72 5.49 -8.86
N -3.16 6.51 -9.06
H -4.23 3.49 -9.41
H -4.10 3.76 -7.66
H -5.51 4.36 -8.55
C -0.04 -10.46 -3.12
C -1.10 -9.62 -3.77
N -1.94 -8.97 -4.29
H 0.01 -11.44 -3.58
H 0.93 -9.97 -3.22
H -0.26 -10.57 -2.05
C -5.48 -0.34 8.20
C -6.81 0.22 8.63
N -7.85 0.66 8.97
H -4.85 -0.51 9.07
H -5.63 -1.28 7.67
H -4.98 0.37 7.53
C 4.27 -2.13 6.25
C 3.50 -2.49 5.02
N 2.89 -2.78 4.04
H 5.21 -1.63 5.97
H 3.68 -1.45 6.87
H 4.50 -3.03 6.82
C 3.34 3.83 4.07
C 1.99 4.36 4.47
N 0.93 4.77 4.78
H 3.51 4.02 3.01
H 4.12 4.33 4.66
H 3.39 2.76 4.26
C -6.61 -1.10 4.09
C -6.55 -1.89 5.36
N -6.50 -2.52 6.36
H -7.58 -0.60 4.01
H -5.82 -0.34 4.09
H -6.47 -1.76 3.23
```

Output
strongest force on any atom	6.0	eV Å⁻¹
multiplicity	1
highest occupied orbital energy	-0.420	Eh
charge	+1
Kohn-Sham gap	9.004	eV

These are the Mulliken partial charges, in e, on atoms 1 to 99: C -1.020; C -0.370; C -0.251; C -0.392; O -0.198; N 0.512; C 0.839; C 0.548; O -0.375; C 0.534; N -0.556; O -0.344; C 0.268; Br -0.117; P 0.085; C -0.887; O -0.508; C -0.821; C -0.937; C 0.237; N -0.461; N -0.731; N -0.547; H 0.370; H 0.203; H 0.245; H 0.159; H 0.336; H 0.168; H 0.435; H 0.225; H 0.287; H 0.060; H -0.947; H 0.544; H 0.110; H 0.388; H 0.214; H 0.343; H 0.328; H 1.020; H 0.583; H -0.311; H 0.288; H 0.297; H 0.311; H 0.264; H 0.345; H 0.368; C -0.751; C 0.415; N -0.543; H 0.248; H 0.313; H 0.318; C -0.639; C 0.462; N -0.670; H 0.233; H 0.284; H 0.067; C -0.786; C 0.464; N -0.524; H 0.321; H 0.257; H 0.288; C -0.387; C 0.390; N -0.496; H 0.253; H 0.339; H 0.030; C -0.700; C 0.518; N -0.561; H 0.201; H 0.246; H 0.271; C -0.769; C 0.367; N -0.395; H 0.269; H 0.249; H 0.285; C -0.756; C 0.472; N -0.534; H 0.322; H 0.252; H 0.275; C -0.493; C 0.356; N -0.417; H 0.294; H 0.174; H 0.088; C -0.911; C 0.476

One molecule with the formula C4H8O3, computed with ωB97M-V with the def2-TZVPD basis set.

Structure (XYZ):
```
15
Properties=species:S:1:pos:R:3
C 2.54 0.01 0.25
O 1.17 0.34 0.51
C 0.28 -0.57 0.10
O 0.57 -1.60 -0.46
C -1.16 -0.15 0.41
C -1.62 1.01 -0.46
O -2.01 -1.25 0.28
H 2.88 -0.74 0.96
H 3.10 0.94 0.38
H 2.66 -0.37 -0.76
H -1.21 0.13 1.46
H -0.97 1.89 -0.39
H -2.64 1.29 -0.15
H -1.66 0.66 -1.50
H -1.92 -1.58 -0.63
```

Output
structure (SMILES)	COC(=O)[C@@H](C)O
strongest force on any atom	0.4	eV Å⁻¹
multiplicity	1
highest occupied orbital energy	-0.385	Eh
Kohn-Sham gap	11.308	eV

Charges in e, computed with Mulliken, in the same order as the atoms: C -0.660; O -0.299; C 0.631; O -0.565; C 0.196; C -1.224; O -0.543; H 0.286; H 0.231; H 0.317; H 0.302; H 0.341; H 0.305; H 0.325; H 0.356

One molecule with the formula C2H4N2OS, computed with ωB97M-V with the def2-TZVPD basis set.

Structure (XYZ):
```
10
Properties=species:S:1:pos:R:3
C -1.85 -0.79 0.00
N -0.60 -0.53 0.09
O -0.43 0.84 -0.05
C 0.86 1.34 -0.03
N 2.02 0.82 0.10
S 2.54 -0.77 -0.03
H -2.13 -1.84 0.01
H -2.60 -0.04 -0.06
H 0.79 2.45 -0.01
H 1.40 -1.48 -0.02
```

Output
structure (SMILES)	C=NO/C=N\S
strongest force on any atom	2.1	eV Å⁻¹
multiplicity	1
highest occupied orbital energy	-0.314	Eh
Kohn-Sham gap	9.252	eV

Charges in e, computed with Mulliken, in the same order as the atoms: C -0.365; N -0.309; O -0.136; C 0.166; N -0.337; S -0.105; H 0.273; H 0.298; H 0.309; H 0.204

C33H33Cl2CuN7O3S as an isolated structure, computed with ωB97M-V with the def2-TZVPD basis set.

Structure (XYZ):
```
80
Properties=species:S:1:pos:R:3
Cu 0.41 0.46 0.58
Cl 5.34 0.23 0.83
C 4.24 0.46 2.15
C 4.76 0.54 3.43
C 3.91 0.72 4.50
Cl 4.58 0.82 6.10
C 2.53 0.84 4.31
C 1.59 1.04 5.35
C 0.26 1.18 5.05
C -0.13 1.11 3.71
N 0.71 0.90 2.74
C 2.01 0.76 2.99
C 2.87 0.55 1.85
O 2.42 0.47 0.66
H 5.82 0.44 3.59
H 1.94 1.08 6.37
H -0.47 1.33 5.83
H -1.17 1.23 3.42
O 1.36 4.18 -1.14
S 1.39 3.42 0.15
N 0.42 2.29 0.11
C 0.07 -3.40 4.17
C 0.96 -3.82 3.20
C 0.99 -3.22 1.96
C 0.11 -2.15 1.67
C -0.82 -1.77 2.65
C -0.83 -2.39 3.88
N 0.20 -1.47 0.49
C 0.68 -2.16 -0.60
C -0.03 -3.28 -1.07
C 0.38 -3.95 -2.21
C 1.50 -3.53 -2.91
C 2.23 -2.45 -2.43
C 1.83 -1.78 -1.30
H 0.07 -3.87 5.15
H 1.64 -4.63 3.41
H 1.70 -3.54 1.21
H -1.53 -0.99 2.40
H -1.56 -2.08 4.62
H -0.89 -3.63 -0.52
H -0.19 -4.81 -2.54
H 1.80 -4.06 -3.80
H 3.14 -2.16 -2.93
H 2.42 -0.98 -0.88
C 1.82 1.34 -4.19
C 1.46 1.33 -2.68
N 0.03 1.32 -2.52
C -0.56 0.18 -3.15
C -0.28 0.21 -4.67
N 0.54 1.43 -4.94
C -0.21 2.65 -4.55
C -0.51 2.55 -3.03
H 2.32 0.42 -4.48
H 2.44 2.19 -4.47
H 1.85 2.22 -2.18
H 1.87 0.45 -2.19
H -1.63 0.19 -2.96
H -0.14 -0.72 -2.69
H -1.20 0.26 -5.26
H 0.29 -0.66 -5.00
H 0.74 1.47 -5.94
H -1.12 2.70 -5.15
H 0.41 3.52 -4.78
H -1.59 2.58 -2.84
H -0.04 3.37 -2.47
N -6.64 1.87 0.82
C -6.09 0.76 0.27
O -6.78 -0.13 -0.20
C -4.60 0.72 0.23
C -3.78 1.84 0.34
C -2.41 1.67 0.19
N -1.84 0.50 -0.06
C -2.62 -0.57 -0.15
C -3.99 -0.51 -0.01
H -7.65 1.93 0.88
H -6.10 2.57 1.30
H -4.18 2.83 0.51
H -1.73 2.51 0.24
H -2.11 -1.50 -0.34
H -4.61 -1.39 -0.12
```

Output
strongest force on any atom	2.3	eV Å⁻¹
multiplicity	2
<S²>	0.755
highest occupied orbital energy (spin up / spin down)	-0.236 / -0.235	Eh
Kohn-Sham gap (spin up / spin down)	5.819 / 5.790	eV

Charges in e, computed with Mulliken, in the same order as the atoms: Cu -0.060; Cl -0.268; C 0.439; C -0.677; C 0.846; Cl -0.297; C -0.244; C -0.896; C -1.110; C -0.253; N 0.223; C 0.911; C -0.923; O 0.164; H 0.462; H 0.414; H 0.445; H 0.462; O -0.626; S 0.127; N -0.197; C -0.737; C -0.740; C -0.252; C -0.175; C -0.188; C -0.560; N 1.251; C -0.174; C 0.127; C -0.945; C -0.755; C -0.496; C -0.908; H 0.386; H 0.394; H 0.446; H 0.245; H 0.419; H 0.416; H 0.424; H 0.411; H 0.507; H 0.979; C -1.150; C 0.627; N 0.241; C 0.489; C -1.059; N 0.049; C -0.747; C -0.628; H 0.423; H 0.285; H 0.650; H -0.896; H 0.623; H -0.830; H 0.292; H 0.444; H 0.274; H 0.332; H 0.312; H 0.446; H 0.400; N -0.323; C 0.234; O -0.619; C 0.959; C -1.152; C -1.153; N 1.459; C -0.301; C -0.828; H 0.241; H 0.165; H 0.277; H 0.641; H 0.267; H 0.540

Values for ΔE to the lowest compared entry with this formula, charge and spin, eV, ordered as above
5.4646 0.8206 4.0721 0.1120